1.
A 11-piece molecular cluster, C26H79N5O11 overall at a distorted geometry. Source: the Open Molecules 2025 dataset; level of theory: ωB97M-V/def2-TZVPD.

2S+1: 1
SMILES: COC[C@H](C)N.COC[C@H](C)N.COC[C@H](C)N.COC[C@H](C)N.COC[C@H](C)N.CO.CO.CO.CO.CO.CO
LUMO (eV): 0.67
Kohn-Sham gap (eV): 9.62
Energy relative to the best compared isomer or geometry (same formula, charge and spin) (eV): 3.258

Each line ends with the Löwdin charge.
Element x y z (Å)
1 C -19.298 -13.783 17.643  -0.04
2 C -18.070 -12.932 17.944  -0.40
3 C -18.294 -11.489 18.325  -0.21
4 O -18.638 -10.774 17.153  -0.19
5 C -19.522 -9.685 17.338  -0.10
6 N -17.172 -13.579 18.982  0.04
7 H -19.800 -13.463 16.782  0.05
8 H -20.042 -13.660 18.442  0.08
9 H -18.955 -14.816 17.511  0.08
10 H -17.387 -12.881 17.116  0.12
11 H -17.414 -10.918 18.669  0.12
12 H -19.028 -11.507 19.076  0.11
13 H -19.088 -8.884 17.959  0.08
14 H -20.441 -9.991 17.798  0.08
15 H -19.672 -9.255 16.376  0.07
16 H -16.211 -13.213 19.007  0.04
17 H -17.555 -13.429 19.885  0.04
18 C -20.090 -6.097 16.742  -0.05
19 C -20.385 -4.603 16.594  -0.40
20 C -19.579 -3.987 15.514  -0.25
21 O -18.251 -4.227 15.834  -0.18
22 C -17.332 -3.838 14.859  -0.10
23 N -21.830 -4.321 16.284  0.05
24 H -19.077 -6.425 17.041  0.07
25 H -20.341 -6.595 15.796  0.06
26 H -20.800 -6.571 17.441  0.08
27 H -20.140 -4.144 17.537  0.13
28 H -19.872 -2.903 15.463  0.13
29 H -19.912 -4.381 14.490  0.13
30 H -16.337 -4.107 15.206  0.09
31 H -17.431 -2.817 14.585  0.06
32 H -17.534 -4.518 13.954  0.10
33 H -22.447 -4.520 17.036  0.07
34 H -21.943 -3.348 16.001  0.08
35 C -18.941 1.005 13.365  -0.07
36 C -19.334 0.297 12.071  -0.45
37 C -19.808 -1.050 12.459  -0.30
38 O -20.316 -1.630 11.331  -0.18
39 C -20.725 -3.001 11.477  -0.06
40 N -20.326 1.051 11.310  0.06
41 H -19.716 1.602 13.836  0.08
42 H -18.101 1.669 13.120  0.07
43 H -18.494 0.354 14.114  0.07
44 H -18.426 0.041 11.495  0.14
45 H -20.581 -0.986 13.283  0.14
46 H -18.979 -1.568 12.995  0.12
47 H -20.979 -3.505 10.557  0.08
48 H -21.510 -2.968 12.218  0.08
49 H -19.892 -3.692 11.768  0.09
50 H -19.922 1.749 10.742  0.05
51 H -20.896 0.499 10.683  0.07
52 C -13.315 -9.297 18.342  -0.03
53 C -14.415 -10.411 18.263  -0.40
54 C -14.967 -10.364 16.833  -0.22
55 O -15.264 -9.079 16.325  -0.22
56 C -15.999 -9.142 15.105  -0.08
57 N -14.054 -11.827 18.487  0.04
58 H -12.771 -9.483 19.247  0.06
59 H -13.709 -8.251 18.365  0.07
60 H -12.657 -9.492 17.579  0.04
61 H -15.239 -10.085 18.953  0.14
62 H -15.922 -10.896 16.808  0.11
63 H -14.213 -10.885 16.257  0.12
64 H -16.128 -8.137 14.774  0.07
65 H -16.895 -9.716 15.115  0.07
66 H -15.300 -9.701 14.374  0.12
67 H -13.393 -12.293 17.835  0.10
68 H -13.832 -12.035 19.450  0.07
69 C -16.267 -3.291 11.642  -0.08
70 C -14.821 -3.469 11.315  -0.43
71 C -14.009 -3.869 12.557  -0.23
72 O -14.441 -5.137 12.911  -0.20
73 C -13.355 -5.821 13.541  -0.09
74 N -14.795 -4.389 10.211  0.04
75 H -16.353 -2.650 12.504  0.06
76 H -16.798 -4.216 11.911  0.08
77 H -16.827 -2.703 10.932  0.08
78 H -14.361 -2.469 11.044  0.16
79 H -14.152 -3.106 13.395  0.15
80 H -12.967 -3.949 12.280  0.11
81 H -13.680 -6.769 13.930  0.08
82 H -13.060 -5.295 14.456  0.09
83 H -12.418 -5.840 12.912  0.11
84 H -13.896 -4.539 9.652  0.12
85 H -14.960 -5.320 10.562  0.06
86 C -15.740 -8.079 11.188  -0.21
87 O -16.346 -9.104 11.866  -0.11
88 H -14.759 -8.427 10.826  0.09
89 H -16.289 -7.867 10.259  0.08
90 H -15.532 -7.199 11.739  0.04
91 H -17.233 -8.868 12.197  0.06
92 C -16.067 -6.697 17.879  -0.18
93 O -17.002 -7.631 18.135  -0.10
94 H -15.088 -7.070 18.163  0.05
95 H -16.070 -6.488 16.801  0.09
96 H -16.327 -5.835 18.405  0.07
97 H -16.791 -8.347 17.577  0.02
98 C -18.738 -7.233 13.557  -0.12
99 O -17.881 -6.673 12.504  -0.17
100 H -18.742 -8.334 13.629  0.07
101 H -18.292 -7.015 14.496  0.05
102 H -19.818 -6.980 13.482  0.08
103 H -18.373 -6.766 11.647  0.02
104 C -23.043 -5.801 12.810  -0.11
105 O -21.834 -5.432 13.541  -0.19
106 H -23.870 -5.093 12.889  0.07
107 H -22.566 -5.737 11.778  0.09
108 H -23.363 -6.782 13.055  0.06
109 H -21.972 -5.390 14.495  0.02
110 C -20.196 -6.909 9.413  -0.10
111 O -19.039 -6.742 10.217  -0.14
112 H -20.346 -5.961 8.868  0.09
113 H -19.968 -7.655 8.656  0.08
114 H -21.077 -7.157 10.045  0.09
115 H -18.557 -6.019 9.829  0.06
116 C -16.897 -5.171 7.686  -0.13
117 O -17.605 -4.166 8.474  -0.13
118 H -17.408 -6.112 7.599  0.06
119 H -16.824 -4.794 6.652  0.08
120 H -15.900 -5.272 8.115  0.06
121 H -16.983 -4.118 9.187  0.00

2.
A 2-piece molecular cluster, C4H11NS overall at a distorted geometry. Source: the Open Molecules 2025 dataset; level of theory: ωB97M-V/def2-TZVPD.

2S+1: 1
SMILES: C=CN.CCS
LUMO (eV): 0.91
Kohn-Sham gap (eV): 9.15
Energy relative to the best compared isomer or geometry (same formula, charge and spin) (eV): 1.897

Each line ends with the Löwdin charge.
Element x y z (Å)
1 C 0.106 2.028 -0.888  -0.20
2 C 0.329 3.514 -0.910  -0.56
3 S -1.278 4.411 -1.314  0.63
4 H 0.311 1.531 -1.828  0.07
5 H -0.809 1.712 -0.406  0.07
6 H 0.913 1.616 -0.257  0.07
7 H 0.944 4.001 -1.657  0.05
8 H 0.533 3.849 0.105  0.06
9 C -0.067 -3.704 1.114  -0.30
10 C -0.790 -2.649 0.683  -0.04
11 N 1.217 -3.657 1.666  0.02
12 H -0.430 -4.709 0.915  0.10
13 H -0.307 -1.824 0.170  0.04
14 H -1.860 -2.773 0.580  0.03
15 H 1.626 -2.740 1.698  0.07
16 H -1.701 3.543 -2.208  -0.18
17 H 1.263 -4.150 2.537  0.07

3.
C20H40P2PdSi as an isolated structure at a distorted geometry. Source: the Open Molecules 2025 dataset; level of theory: ωB97M-V/def2-TZVPD.

2S+1: 5
LUMO (alpha / beta) (eV): -5.44 / -9.34
Kohn-Sham gap (alpha / beta) (eV): 7.04 / 5.17
Energy relative to the best compared isomer or geometry (same formula, charge and spin) (eV): 0.621
Total charge: +2

Each line ends with the Löwdin charge.
Element x y z (Å)
1 P 0.162 -1.107 -0.725  0.89
2 P 0.469 0.833 -3.112  0.97
3 C -0.419 -1.591 -2.465  -0.39
4 C 0.461 -0.908 -3.512  -0.31
5 H -1.480 -1.306 -2.548  0.08
6 H -0.370 -2.694 -2.613  0.08
7 H 1.491 -1.291 -3.531  0.10
8 H 0.043 -1.024 -4.524  0.13
9 C -1.076 1.608 -3.655  -0.14
10 H -1.322 2.516 -3.088  0.06
11 H -1.923 0.912 -3.604  0.07
12 H -0.947 1.911 -4.704  0.08
13 C 1.764 1.548 -4.158  -0.14
14 H 1.334 1.816 -5.132  0.08
15 H 2.558 0.811 -4.318  0.07
16 H 2.218 2.443 -3.721  0.06
17 C -2.429 -3.428 -0.916  -0.18
18 H -2.806 -4.053 -0.088  0.02
19 H -2.532 -3.923 -1.903  0.03
20 H -2.869 -2.416 -0.918  0.01
21 C 1.984 -1.296 -0.788  -0.22
22 H 2.482 -0.349 -0.546  0.05
23 H 2.328 -1.675 -1.758  0.05
24 H 2.224 -2.027 -0.006  0.04
25 Pd -0.489 -3.149 -0.479  0.63
26 C 0.390 3.676 1.030  -0.10
27 C -0.912 3.350 1.080  -0.09
28 C -1.794 2.709 0.032  -0.17
29 C -1.461 1.250 -0.341  -0.21
30 C 0.022 0.959 -0.405  -0.34
31 C 0.860 1.600 -1.478  -0.41
32 C 0.810 3.131 -1.471  -0.18
33 C 1.348 3.651 -0.131  -0.16
34 C 0.311 -4.665 1.722  -0.08
35 H 0.833 4.121 1.925  0.12
36 H -1.481 3.641 1.969  0.12
37 H -1.859 3.304 -0.889  0.10
38 H -2.818 2.706 0.436  0.12
39 H -1.917 0.560 0.395  0.12
40 H -1.948 1.024 -1.310  0.09
41 H 0.481 1.002 0.588  0.09
42 H 1.912 1.321 -1.314  0.11
43 H -0.183 3.542 -1.700  0.10
44 H 1.475 3.503 -2.264  0.11
45 H 2.243 3.073 0.159  0.13
46 H 1.728 4.668 -0.323  0.14
47 H 1.348 -4.951 1.964  0.11
48 H 0.018 -5.169 0.786  0.06
49 H -0.338 -5.053 2.518  0.11
50 C 1.464 -1.602 4.799  -0.16
51 Si 0.016 -1.086 3.713  0.49
52 C -1.563 -1.504 4.649  -0.15
53 C 0.047 0.763 3.404  -0.18
54 C 0.136 -2.043 2.092  -0.03
55 C 0.153 -3.209 1.544  -0.31
56 H 1.139 -1.788 5.833  0.05
57 H 2.249 -0.836 4.818  0.04
58 H 1.895 -2.530 4.400  0.03
59 H -1.318 -1.659 5.710  0.05
60 H -2.278 -0.673 4.574  0.04
61 H -2.039 -2.413 4.260  0.03
62 H 0.898 1.038 2.769  0.02
63 H -0.871 1.121 2.918  0.03
64 H 0.148 1.306 4.354  0.06

4.
A 4-piece molecular cluster, C4H15NO3 overall at a distorted geometry. Source: the Open Molecules 2025 dataset; level of theory: ωB97M-V/def2-TZVPD.

2S+1: 1
SMILES: C/C=C(/C)N.O.O.O
LUMO (eV): 0.54
Kohn-Sham gap (eV): 8.39
Energy relative to the best compared isomer or geometry (same formula, charge and spin) (eV): 2.607

Each line ends with the Löwdin charge.
Element x y z (Å)
1 C -1.860 -2.504 -1.220  -0.11
2 N 0.755 -1.187 -0.688  0.07
3 C -0.520 -0.577 -0.430  -0.45
4 C -1.706 -1.039 -0.796  -0.13
5 C -0.303 0.659 0.275  -0.07
6 H -2.895 -2.845 -1.308  0.06
7 H -1.252 -2.696 -2.088  0.06
8 H -1.495 -3.188 -0.399  0.08
9 H 0.634 -2.161 -0.794  0.04
10 H 1.586 -0.977 -0.032  0.11
11 H -2.521 -0.365 -0.761  0.08
12 H -0.737 1.460 -0.081  0.01
13 H 0.752 0.807 0.064  0.07
14 H -0.524 0.800 1.501  0.16
15 H 1.139 2.852 -4.155  -0.01
16 H -0.065 2.571 -5.045  0.07
17 O 0.827 3.028 -5.015  -0.07
18 H 2.319 -2.786 1.802  0.03
19 H 0.780 -2.563 2.494  0.12
20 O 1.635 -2.152 2.043  -0.12
21 H 0.535 3.699 5.700  0.03
22 H -0.447 3.047 4.718  0.00
23 O 0.443 3.051 5.000  -0.04

5.
C15H11N5O6RuS2 as an isolated structure at a distorted geometry. Source: the Open Molecules 2025 dataset; level of theory: ωB97M-V/def2-TZVPD.

2S+1: 2
LUMO (alpha / beta) (eV): 1.86 / 1.76
Kohn-Sham gap (alpha / beta) (eV): 5.97 / 5.93
Energy relative to the best compared isomer or geometry (same formula, charge and spin) (eV): 2.376
Total charge: -1

Each line ends with the Löwdin charge.
Element x y z (Å)
1 Ru -0.264 -0.369 0.375  1.28
2 O 3.269 -2.401 -1.775  0.10
3 C 2.287 -1.799 -1.071  -0.48
4 O 1.891 -0.709 -1.337  0.07
5 C 1.789 -2.633 0.053  -0.19
6 C 2.388 -3.830 0.381  0.01
7 C 1.952 -4.525 1.498  -0.03
8 C 0.944 -3.982 2.263  0.02
9 C 0.381 -2.779 1.872  -0.16
10 N 0.778 -2.132 0.771  -0.02
11 C -0.689 -2.101 2.719  -0.61
12 O -1.124 -2.724 3.679  0.04
13 O -0.979 -0.921 2.335  -0.13
14 H 3.477 -1.775 -2.483  0.13
15 H 3.199 -4.185 -0.239  0.12
16 H 2.400 -5.469 1.774  0.11
17 H 0.574 -4.447 3.165  0.12
18 N 3.852 1.517 0.408  0.04
19 C 2.482 1.392 0.534  -0.93
20 S 1.868 0.466 1.866  0.59
21 N 1.777 2.050 -0.336  -0.05
22 N 0.430 1.821 -0.253  -0.09
23 C -0.296 2.799 -0.654  -0.08
24 C -1.731 2.825 -0.694  -0.16
25 C -2.361 3.982 -1.175  -0.07
26 C -3.730 4.091 -1.238  -0.13
27 C -4.512 3.008 -0.804  -0.11
28 C -3.928 1.872 -0.306  -0.02
29 C -2.518 1.741 -0.227  -0.37
30 O -2.026 0.672 0.297  -0.22
31 H 4.383 0.813 0.889  0.05
32 H 4.172 1.777 -0.513  0.08
33 H 0.229 3.704 -0.965  0.12
34 H -1.733 4.800 -1.515  0.10
35 H -4.198 4.996 -1.605  0.08
36 H -5.594 3.071 -0.865  0.09
37 H -4.522 1.033 0.034  0.11
38 O -2.002 0.449 -2.928  -0.56
39 S -1.525 -0.893 -2.587  0.71
40 N -0.792 -1.207 -1.341  -0.56

6.
C36H48CdN5O2S5Sb as an isolated structure at a distorted geometry. Source: the Open Molecules 2025 dataset; level of theory: ωB97M-V/def2-TZVPD.

2S+1: 1
LUMO (eV): 4.02
Kohn-Sham gap (eV): 6.15
Energy relative to the best compared isomer or geometry (same formula, charge and spin) (eV): 1.976
Total charge: -2

Each line ends with the Löwdin charge.
Element x y z (Å)
1 Cd 0.008 0.829 -1.372  1.25
2 O -1.657 3.947 2.349  0.06
3 C -0.833 3.605 3.339  -0.29
4 C -1.146 4.003 4.642  -0.03
5 C -0.283 3.732 5.682  -0.12
6 C 0.904 3.051 5.450  -0.12
7 C 1.201 2.608 4.174  -0.06
8 C 0.342 2.859 3.114  -0.11
9 C 0.638 2.395 1.733  -0.48
10 O 0.051 2.926 0.761  -0.09
11 N 1.633 1.512 1.613  0.02
12 N 1.855 1.130 0.354  -0.06
13 C 3.067 0.970 -0.047  -0.12
14 C 3.344 0.762 -1.444  -0.29
15 C 4.663 0.635 -1.913  -0.03
16 C 4.886 0.550 -3.271  -0.08
17 C 3.800 0.596 -4.135  -0.06
18 C 2.529 0.715 -3.587  -0.19
19 N 2.309 0.794 -2.293  0.02
20 H -1.220 3.626 1.501  0.08
21 H -2.064 4.550 4.802  0.11
22 H -0.544 4.062 6.681  0.09
23 H 1.590 2.866 6.265  0.08
24 H 2.109 2.061 3.967  0.10
25 H 3.917 1.135 0.623  0.12
26 H 5.489 0.616 -1.213  0.10
27 H 5.894 0.450 -3.657  0.10
28 H 3.932 0.534 -5.205  0.10
29 H 1.653 0.734 -4.219  0.10
30 C -1.611 0.052 4.032  -0.13
31 C -0.820 -1.232 3.824  -0.69
32 C -1.456 -2.354 4.628  -0.12
33 C 0.603 -0.986 4.305  -0.14
34 Sb -0.697 -1.500 1.543  1.58
35 C -2.727 -2.387 1.000  -0.69
36 C -2.971 -3.801 1.503  -0.13
37 C -2.798 -2.344 -0.520  -0.14
38 C -3.797 -1.458 1.552  -0.14
39 C 0.672 -3.333 1.353  -0.70
40 C 0.381 -3.992 0.012  -0.14
41 C 2.080 -2.753 1.311  -0.15
42 C 0.582 -4.365 2.464  -0.13
43 H -1.520 0.394 5.066  0.08
44 H -2.666 -0.087 3.813  0.06
45 H -1.232 0.840 3.387  0.05
46 H -1.436 -2.099 5.693  0.08
47 H -0.926 -3.294 4.499  0.05
48 H -2.496 -2.496 4.344  0.06
49 H 0.592 -0.601 5.329  0.08
50 H 1.087 -0.243 3.673  0.05
51 H 1.194 -1.900 4.294  0.05
52 H -2.275 -4.507 1.058  0.05
53 H -3.981 -4.118 1.230  0.08
54 H -2.884 -3.855 2.586  0.05
55 H -2.053 -2.983 -0.988  0.06
56 H -2.644 -1.327 -0.874  0.03
57 H -3.784 -2.670 -0.858  0.08
58 H -3.813 -1.476 2.640  0.05
59 H -4.783 -1.766 1.194  0.08
60 H -3.617 -0.438 1.217  0.02
61 H 0.302 -3.248 -0.777  0.04
62 H -0.545 -4.561 0.039  0.06
63 H 1.184 -4.686 -0.253  0.08
64 H 2.152 -1.994 0.533  0.03
65 H 2.814 -3.534 1.091  0.08
66 H 2.345 -2.287 2.258  0.06
67 H -0.429 -4.751 2.562  0.06
68 H 0.893 -3.938 3.414  0.05
69 H 1.245 -5.209 2.246  0.08
70 C 2.463 4.738 -5.169  -0.42
71 S 1.545 6.126 -4.418  0.76
72 C -0.119 5.573 -4.454  -1.05
73 C -0.587 4.435 -3.860  -1.17
74 S 0.332 3.218 -3.173  0.49
75 S -2.375 4.277 -3.971  0.88
76 C -2.698 5.745 -4.829  -1.55
77 S -4.208 6.257 -5.240  0.42
78 S -1.270 6.631 -5.244  0.84
79 H 3.509 4.954 -4.978  0.02
80 H 2.264 4.686 -6.235  0.03
81 H 2.157 3.822 -4.671  -0.06
82 C -2.358 -0.053 -3.766  -0.08
83 C -1.228 -1.036 -3.745  -0.43
84 C -1.116 -2.140 -4.568  -0.12
85 C 0.089 -2.766 -4.225  -0.12
86 C 0.645 -2.009 -3.213  -0.44
87 C 1.970 -2.288 -2.571  -0.08
88 N -0.160 -0.952 -2.903  -0.02
89 H -3.315 -0.568 -3.648  0.07
90 H -2.389 0.483 -4.719  0.07
91 H -2.259 0.681 -2.965  0.00
92 H -1.818 -2.457 -5.323  0.08
93 H 0.498 -3.668 -4.656  0.08
94 H 2.088 -3.361 -2.404  0.07
95 H 2.060 -1.766 -1.619  0.04
96 H 2.799 -1.973 -3.215  0.06
97 N -2.868 1.302 0.118  -0.03
98 C -1.877 1.149 -0.453  -0.44